(1)
# C2H7O2

A cluster of 3 separate species, C2H7O2 in total (ωB97M-V with the def2-TZVPD basis set, OMol25).

Each line ends with the Mulliken charge.
Positions of all 11 atoms, in Å:
H1 -2.5431 0.9606 0.2703  0.52
H2 3.5839 -1.4573 2.9620  0.36
H3 1.6944 -1.1659 3.0986  0.35
H4 -1.4539 0.8257 -2.5681  0.35
C1 -1.0103 0.0482 -1.8911  -0.29
O1 2.6410 -1.3375 3.0136  -0.71
H5 0.5619 0.2172 -0.4035  0.25
H6 -1.9195 -0.1631 -1.2713  0.06
C2 -0.4738 0.7985 -0.7273  0.03
O2 -0.7805 1.9433 -0.2737  -0.31
H7 -0.3002 -0.6697 -2.2095  0.38

## Properties
energy relative to the best compared isomer or geometry (same formula, charge and spin) = 8.816 eV
net charge = +1
frontier orbital gap = 3.497 eV
LUMO level = -10.3 eV
2S+1 = 1

(2)
# C2H37O17

A cluster of 17 separate species, C2H37O17 in total (ωB97M-V with the def2-TZVPD basis set, OMol25).

Each line ends with the Mulliken charge.
Positions of all 56 atoms, in Å:
O1 -3.5499 2.3502 -1.4892  -0.64
O2 -3.0362 -1.7239 -2.0125  -0.73
H1 -1.1752 -0.4177 0.2012  -1.34
H2 -2.6953 -3.1931 2.5182  0.30
O3 -0.4815 -0.2913 -1.6850  0.68
O4 2.5216 0.6317 4.2196  -0.61
H3 2.5755 -2.3138 2.1137  0.34
H4 3.6788 3.2362 -0.1170  0.29
H5 -1.4309 -2.3605 2.2613  0.40
H6 4.1662 0.2413 -0.2177  0.29
H7 4.4123 -1.0040 -1.0648  0.30
H8 -1.4081 0.5496 -3.0800  0.28
H9 -3.1708 -1.5522 -2.9499  0.32
H10 2.0281 1.8405 -3.0976  0.34
H11 -4.2316 1.6794 -1.3841  0.32
H12 1.6627 0.7311 -0.1586  0.00
O5 -1.8881 1.0098 -3.7952  -0.71
H13 0.5475 -1.8272 2.8542  0.24
H14 0.3540 3.6866 2.0381  0.32
H15 0.0408 -1.0596 4.0689  0.26
O6 2.0375 -0.6643 -2.7921  -0.75
H16 2.2177 0.3238 5.0769  0.29
H17 2.3443 3.0415 -0.8484  0.37
H18 1.0959 -0.5762 -2.4987  0.01
O7 0.4579 3.6103 1.0848  -0.61
O8 3.9010 -0.6805 -0.3156  -0.68
O9 -0.5974 -3.3148 -0.5296  -0.69
H19 -3.0862 2.3528 -0.6461  0.29
O10 -1.7938 1.8596 2.7550  -0.69
H20 -1.0215 1.3960 2.4119  0.27
H21 -2.4957 1.1878 2.7188  0.42
H22 0.9332 0.2237 1.3369  0.29
H23 -0.4392 -1.5434 -3.3790  0.17
H24 3.0892 -1.0596 1.4099  0.32
H25 2.6087 -0.1642 3.6706  0.37
H26 -0.2671 3.0377 0.8117  0.27
H27 -2.4449 1.6212 -3.3021  0.32
O11 -2.0861 -2.9314 1.8234  -0.68
C1 0.9273 0.0414 0.2556  0.26
O12 1.2412 2.2236 -2.6987  -0.66
H28 1.2057 -1.0052 0.1267  0.11
O13 -0.2067 -1.3220 3.1776  -0.64
O14 -3.4339 -0.2462 1.9967  -0.65
H29 -2.2427 -1.2006 -1.8161  0.20
C2 -0.4448 0.1928 -0.3738  0.63
H30 -1.1693 -3.2838 0.2501  0.46
H31 2.5166 -0.8386 -1.9772  0.41
H32 -0.2034 -1.3016 -4.8551  0.36
H33 -2.9055 -0.7787 1.3865  0.32
H34 0.9262 1.5286 -2.1074  0.18
O15 2.9571 -1.4495 2.2927  -0.73
O16 3.1950 3.4943 -0.9060  -0.63
H35 -0.8755 1.2121 -0.3611  -0.32
O17 -0.6086 -1.9292 -4.2501  -0.68
H36 -3.8117 -0.8848 2.6060  0.28
H37 -0.4401 -2.3857 -0.7577  0.19

## Properties
energy relative to the best compared isomer or geometry (same formula, charge and spin) = 2.235 eV
net charge = -1
frontier orbital gap = 7.327 eV
LUMO level = 1.7 eV
2S+1 = 1

(3)
# C28H38CuN3OP2S3

A structure of composition C28H38CuN3OP2S3 (ωB97M-V with the def2-TZVPD basis set, OMol25).

Each line ends with the Mulliken charge.
Positions of all 76 atoms, in Å:
C1 13.7152 11.5202 15.5784  -1.40
H1 17.1250 7.4435 8.9161  0.33
H2 14.2340 10.3220 8.7992  0.42
H3 16.4425 11.0017 12.6006  0.18
C2 12.0421 11.6361 6.6412  -0.46
H4 14.7630 14.5322 12.4699  0.45
C3 12.4408 5.8446 9.1879  -0.48
C4 10.7160 12.5213 14.6900  -0.39
C5 9.2113 8.9941 9.7809  -0.04
C6 11.9227 8.1225 9.9354  -0.66
H5 14.5750 8.2305 9.6532  0.14
H6 12.9323 11.7921 16.2727  0.41
S1 10.8990 11.0252 7.7792  -0.04
C7 13.3512 10.6014 8.2537  -0.34
H7 9.4191 8.1653 9.1109  0.50
H8 14.8993 14.5397 10.6743  0.41
C8 15.1218 8.1408 10.5800  -1.07
C9 12.1756 13.3482 9.8512  -1.42
H9 15.2493 7.0887 10.7491  0.39
N1 16.4253 8.7836 10.3303  0.12
H10 16.1326 8.7485 8.2424  0.28
H11 18.6708 8.2335 10.7072  0.38
H12 18.7348 11.5796 12.4606  0.31
C10 10.2286 9.7312 10.2956  -1.18
C11 11.7934 12.4108 13.7712  0.02
H13 14.5228 8.6358 11.3403  0.14
H14 13.6634 15.5379 11.5283  0.41
C12 9.6948 14.2678 13.4115  -0.72
N2 18.1095 10.1962 10.9789  0.17
P1 13.1729 13.1440 11.3752  1.72
C13 7.9289 9.3051 10.3111  -0.93
H15 6.9979 8.8030 10.0261  0.39
H16 11.0682 9.8378 15.0907  0.50
H17 12.6708 4.9815 8.5960  0.48
C14 19.1367 9.1727 10.9211  -1.19
C15 11.9841 7.2190 10.9670  -0.34
C16 11.7969 13.2375 12.6525  -0.18
S2 9.6249 10.9017 11.3658  0.38
C17 18.5226 11.5036 11.3767  -1.10
C18 16.9095 8.5026 8.9780  -0.99
H18 12.3303 8.7445 14.6034  0.44
P2 12.9840 11.0449 14.0094  1.16
H19 12.3282 5.1266 11.2433  0.46
C19 14.2491 14.6336 11.5375  -1.49
H20 11.6539 12.1280 5.7651  0.46
H21 10.6734 14.8377 11.6070  0.22
S3 12.2578 7.3372 8.4243  -0.07
H22 11.9433 14.4351 9.6864  0.49
H23 11.8567 7.5224 11.9847  0.42
H24 10.6911 11.7905 15.5389  0.16
H25 11.2961 9.4566 13.3933  0.07
H26 14.3199 10.7225 15.9969  0.41
H27 12.7223 13.0350 9.0189  0.38
C20 11.7187 9.6581 10.0717  2.72
C21 9.6690 13.4191 14.5155  -0.90
H28 19.4950 11.7100 10.8576  0.29
O1 12.3605 10.1739 11.2082  0.38
H29 7.2752 10.8799 11.7664  0.48
C22 13.2915 11.3537 7.0397  -1.12
C23 10.7743 14.1859 12.5140  -0.17
N3 15.9451 10.5033 11.8763  -0.51
H30 19.6896 9.1368 11.8689  0.36
H31 19.8298 9.4301 10.1131  0.36
C24 12.0999 10.3817 8.7492  -0.58
Cu1 14.0492 11.2125 11.9826  -0.85
H32 17.7797 12.2018 11.0984  0.39
H33 14.3545 12.3940 15.4714  0.39
H34 8.8737 13.4152 15.2796  0.37
C25 12.2787 5.9016 10.5234  -0.78
H35 14.1652 11.6121 6.4579  0.41
H36 11.2350 12.8232 9.9504  0.41
H37 8.9048 14.9853 13.2091  0.41
C26 16.7965 9.8693 11.0927  0.62
C27 11.8248 9.6621 14.3545  -1.15
H38 17.8350 9.0516 8.7345  0.37
C28 7.9939 10.3773 11.1562  -0.64

## Properties
frontier orbital gap = 7.342 eV
LUMO level = 0.4 eV
2S+1 = 1

(4)
# C26H44AsF6MnN5O14S3Si

A structure of composition C26H44AsF6MnN5O14S3Si (ωB97M-V with the def2-TZVPD basis set, OMol25).

Each line ends with the Mulliken spin population.
Positions of all 101 atoms, in Å:
C1 -3.4143 -5.0442 3.0617  0.00
C2 1.6708 -4.2116 -2.1319  0.00
C3 4.0021 2.3247 3.3911  0.00
H1 4.1258 3.4079 3.4575  0.00
H2 4.3545 4.9506 0.8874  0.00
H3 0.7783 4.1164 1.4037  0.00
O1 0.2363 -1.9353 5.0397  0.00
S1 -1.7515 -2.6283 0.3472  -0.03
O2 1.3820 -1.5830 2.5279  0.05
C4 1.1361 -1.9239 -1.8353  0.04
H4 -2.8755 -5.3657 5.1131  0.00
H5 4.7490 0.1807 -3.2434  0.00
O3 -2.8604 -1.8639 -0.2160  0.00
H6 2.6086 -3.1573 0.8889  0.00
H7 -1.1315 -3.5776 5.1099  0.00
O4 -0.5696 -0.0253 3.2005  0.01
O5 -2.9524 -0.5491 2.0044  0.00
H8 2.3593 4.1644 2.1673  0.00
H9 1.6558 2.2846 -2.7454  0.00
O6 2.5026 3.7931 -0.5695  -0.01
H10 -1.5210 0.0837 3.3386  0.00
H11 3.3674 -0.5173 -1.4319  0.00
F1 -2.8154 2.8102 -1.1265  0.00
H12 3.4162 -3.2659 -3.8586  0.00
N1 1.6494 -2.9063 -2.8025  0.00
H13 4.2686 -4.5463 -2.0501  0.00
H14 1.1116 -0.9394 -2.3029  -0.01
H15 3.0116 -1.5511 -3.6213  0.00
C5 3.6913 5.6507 0.3786  0.00
H16 -4.1808 -5.8104 3.0527  0.00
C6 4.6553 1.7960 2.1168  -0.01
H17 3.3551 0.0640 1.9371  0.03
C7 4.8220 1.2057 -3.6140  0.00
S2 -2.8059 0.3292 0.8739  0.00
O7 1.9729 1.1542 0.0248  -0.04
C8 -1.7008 -3.8138 4.2196  0.00
C9 4.4146 0.2969 2.0042  0.01
H18 0.1282 -2.2156 -1.5605  0.01
H19 6.3577 3.1236 2.2523  0.00
H20 4.6445 1.2096 -4.6925  0.00
C10 6.1600 2.0544 2.1441  0.00
H21 0.6539 -4.4598 -1.8264  0.00
Mn1 0.6292 0.0168 1.0096  5.04
H22 0.9849 -3.4811 0.2663  0.00
H23 2.2101 0.6378 -2.9842  0.00
N2 -2.9267 1.8208 1.5390  0.00
O8 -0.3695 2.1719 1.5120  0.00
H24 2.0430 -4.9611 -2.8377  0.00
H25 4.9062 -0.0767 1.1051  0.00
H26 3.2831 4.1735 -2.7846  0.00
O9 -1.6865 0.4651 -0.0500  0.02
H27 4.1330 5.9016 -0.5895  0.00
H28 3.5945 6.5614 0.9753  0.00
H29 5.0154 3.8780 -2.9816  0.00
H30 5.8345 1.5671 -3.4208  0.00
N3 1.9706 -1.8581 -0.6250  -0.06
H31 4.8191 -0.2162 2.8786  0.00
F2 -0.6465 2.7922 -1.1822  0.00
Si1 3.0552 2.2783 -0.2068  0.01
C11 -1.4192 -3.0729 3.0729  0.01
F3 -5.0852 1.4464 0.0864  0.00
O10 -1.9192 4.0172 1.9684  0.00
O11 4.0383 1.9171 -1.5093  0.00
O12 -1.4215 -3.7682 -0.4862  0.00
C12 3.8732 -3.8081 -1.3445  0.00
H32 3.9599 -1.5535 -0.1218  0.01
C13 -2.6807 -4.7960 4.2119  0.00
C14 3.3397 -1.5229 -1.0154  0.02
C15 3.0185 -2.5355 -3.1466  0.00
O13 4.1500 2.5349 1.0120  0.01
C16 4.0194 3.5515 -3.2910  0.00
C17 1.6734 4.7207 1.5267  0.00
C18 -3.1531 -4.3159 1.9144  0.00
C19 1.4342 5.8920 -0.6654  0.00
C20 -4.4495 0.2809 -0.0439  0.00
H33 1.4038 5.6577 2.0188  0.00
F4 -1.7058 4.5771 -0.6112  0.00
H34 -3.7028 -4.4853 0.9970  0.00
F5 -5.2293 -0.6487 0.5024  0.00
H35 0.4580 5.4298 -0.8023  0.00
C21 3.8054 2.0878 -2.8952  0.00
C22 -2.1608 -3.3453 1.9193  0.00
H36 1.3019 6.8609 -0.1779  0.00
H37 6.6296 1.5180 2.9720  0.00
H38 3.9192 3.6696 -4.3735  0.00
As1 -0.0200 -1.7065 3.4321  0.00
N4 2.5290 -4.2113 -0.9414  0.00
F6 -4.3057 0.0462 -1.3397  0.00
H39 4.5159 -3.7824 -0.4611  0.00
H40 4.4505 1.8595 4.2716  0.00
H41 2.2296 1.7691 -4.3554  0.00
N5 3.9014 -2.4872 -1.9797  0.00
C23 -1.7009 3.2348 -0.5126  0.00
S3 -1.6931 2.7584 1.3167  0.01
H42 1.8848 6.0484 -1.6487  0.00
H43 6.5990 1.7181 1.2030  0.00
C24 2.3856 1.6714 -3.2789  0.00
O14 -0.5910 -1.7978 0.6944  -0.14
C25 2.3265 4.9886 0.1775  0.00
H44 2.9361 2.0896 3.3803  0.00
C26 1.9945 -3.1970 -0.0102  0.02

## Properties
energy relative to the best compared isomer or geometry (same formula, charge and spin) = 1.753 eV
net charge = -2
frontier orbital gap (spin up / spin down) = 8.147 / 8.280 eV
LUMO level (spin up / spin down) = 4.3 / 4.3 eV
2S+1 = 6

(5)
# C5H15NO

A cluster of 2 separate species, C5H15NO in total (ωB97M-V with the def2-TZVPD basis set, OMol25).

Each line ends with the Mulliken charge.
Positions of all 22 atoms, in Å:
H1 -1.1398 -0.0536 -1.9765  0.38
C1 0.5507 -1.5134 0.8045  -0.93
C2 -1.6471 0.6344 -1.3088  -0.70
C3 -2.1948 -0.9270 0.6113  -1.65
H2 -0.7579 2.0224 -2.5027  0.30
H3 3.8006 -0.4129 0.6783  0.32
H4 1.6192 -1.7468 0.8604  0.22
H5 -0.0427 -1.8356 1.5035  0.42
H6 -3.1453 -0.5944 0.2066  0.39
N1 0.2277 -0.0985 0.3768  -0.23
C4 -1.1693 0.2150 0.2237  0.31
H7 0.1059 -2.1494 -0.0407  0.28
H8 -2.2077 -1.3564 1.5508  0.44
H9 0.8735 0.2018 -0.3379  0.28
H10 -2.0080 -1.8129 -0.0949  0.33
H11 4.9249 0.5704 0.9157  0.29
O1 4.7022 -0.2895 0.8268  -0.61
H12 -0.6282 2.3865 -0.7884  0.37
H13 -1.5014 0.9679 1.0199  0.12
H14 -2.6646 0.4307 -1.2543  0.41
C5 -1.2494 2.1902 -1.5697  -1.05
H15 -2.1797 2.7925 -1.5580  0.31

## Properties
energy relative to the best compared isomer or geometry (same formula, charge and spin) = 3.232 eV
frontier orbital gap = 9.095 eV
LUMO level = 0.8 eV
SMILES = CC[C@@H](C)NC.O
2S+1 = 1

- What is the 2S+1 in the third record?
  1